Molecular formula: C4H6S
Method: DFT, the ωB97M-V functional and the def2-TZVPD basis

```
11
Properties=species:S:1:pos:R:3:forces:R:3
C 1.47660 -0.10280 0.66625 0.255 -0.967 -1.918
C 0.25624 -0.19565 1.14881 1.394 0.793 -1.257
C -0.80899 0.07973 0.22018 -2.455 -0.026 -1.619
C -0.80194 -0.02112 -1.31638 1.041 -1.159 0.247
S -0.77362 1.66199 -0.72891 -0.295 -0.027 0.137
H 2.30711 -0.13626 1.29376 1.418 -0.086 0.813
H 1.65316 -0.11992 -0.45650 -0.127 0.362 1.674
H 0.07605 -0.19404 2.19089 -0.368 -0.151 0.863
H -1.78241 -0.15360 0.63601 -0.237 0.274 -0.182
H 0.10837 -0.43879 -1.83451 -0.873 0.689 0.772
H -1.71056 -0.37954 -1.81959 0.247 0.297 0.470
```
Positions in Å, forces in eV/Å.

Its net charge is 0. The value obtained for the HOMO energy is -8.6 eV. As for the SMILES: C=C[C@@H]1CS1. The calculation puts the total energy at -554.13064 a.u.

Here is what Mulliken gives for the atomic charges, in e: atom 1 (C): -0.75, atom 2 (C): -0.04, atom 3 (C): -0.21, atom 4 (C): -0.62, atom 5 (S): -0.08, atom 6 (H): 0.33, atom 7 (H): 0.09, atom 8 (H): 0.34, atom 9 (H): 0.43, atom 10 (H): 0.24, atom 11 (H): 0.28


Molecular formula: C34H41F40NNbO8
Method: DFT, the ωB97M-V functional and the def2-TZVPD basis

```
125
Properties=species:S:1:pos:R:3:forces:R:3
C -1.46295 -3.23761 -0.70575 -0.216 -0.287 0.052
C -1.26639 -1.79847 -0.37786 0.631 0.718 1.591
O -0.79801 -1.40810 0.69232 -0.707 -0.379 -1.750
O -1.64989 -0.97798 -1.37641 0.476 -0.330 0.074
C -0.99293 0.30502 -1.39480 -0.166 0.003 0.015
C 0.50331 0.25124 -1.64380 0.275 0.139 -0.308
C 0.94914 0.63926 -3.06315 -0.575 -0.263 0.145
C 0.86102 -0.43660 -4.16738 0.173 0.141 0.419
C 0.72081 -1.87688 -3.68713 0.509 -0.877 -0.983
Nb 2.61002 -2.98663 -3.14873 -0.909 2.214 2.522
O 2.28499 -2.78000 -1.13700 0.159 -0.777 -1.475
C 4.02047 -1.20884 -3.06999 1.296 0.017 0.388
C 4.63910 -1.00406 -1.74610 -0.577 0.374 0.029
N 4.18888 -0.25101 -0.81047 0.211 -0.066 0.009
H -0.84524 -3.53997 -1.54169 0.185 0.121 -0.313
H -2.49257 -3.45870 -0.96141 -0.275 0.094 -0.155
H -1.18154 -3.84298 0.13992 0.094 -0.103 0.361
H -1.45735 0.85419 -2.20175 -0.345 0.016 -0.250
H -1.22436 0.82318 -0.47418 -0.019 0.027 0.344
H 0.94249 0.97334 -0.97119 0.187 0.218 0.307
H 0.93714 -0.69816 -1.35512 -0.033 -0.321 0.139
H 1.94586 1.04980 -2.98412 0.413 -0.047 -0.063
H 0.33059 1.47558 -3.37244 -0.088 0.362 -0.088
H 0.05179 -0.18827 -4.84939 -0.355 0.094 -0.064
H 1.75848 -0.34278 -4.76844 0.234 0.041 -0.288
H 0.24684 -2.43355 -4.48866 -0.104 -0.203 -0.264
H 0.04591 -1.99080 -2.85962 -0.335 0.140 0.453
H 4.04043 -4.06925 -2.74729 0.026 -0.570 -0.521
H 1.62263 -4.53869 -3.06972 0.266 -0.263 -0.013
H 2.95800 -3.30748 -4.92027 0.008 -0.258 0.093
H 2.16983 -3.63900 -0.70808 0.020 0.183 0.118
H 3.61355 -0.25186 -3.38750 -0.525 -0.034 -0.224
H 4.84247 -1.44157 -3.74652 -0.002 -0.182 -0.390
H 5.55840 -1.54518 -1.55740 0.175 -0.191 0.200
H 3.31528 0.16451 -1.14413 -0.061 0.016 0.099
C 1.79462 4.41522 0.21701 -0.125 -0.461 0.513
C 1.93834 4.33959 -1.31040 -0.217 0.602 0.129
C 3.35142 4.27386 -1.89301 0.170 -0.278 -0.244
F 4.08839 5.35378 -1.55319 -0.118 0.025 0.072
F 3.25690 4.24157 -3.24282 -0.024 0.046 0.064
F 1.23362 5.34538 -1.88187 0.135 -0.028 -0.002
F 1.34718 3.17456 -1.67903 0.042 -0.011 0.038
O 1.59214 5.68512 0.82369 0.174 0.357 -0.535
C 2.62330 6.51721 1.15401 -0.109 -0.567 0.069
C 2.60803 7.82223 0.34981 -0.024 0.298 -0.033
F 2.61438 7.58368 -0.97224 0.073 -0.077 0.003
F 3.71672 8.53683 0.66251 -0.065 -0.042 0.011
F 3.81844 5.90557 1.09837 -0.101 0.109 -0.046
F 2.42440 6.88552 2.45138 0.118 -0.006 -0.093
H 0.86683 3.88691 0.42730 -0.053 0.023 -0.043
H 2.57963 3.85081 0.72000 0.196 0.097 -0.136
H 3.85907 3.36397 -1.55823 -0.006 0.035 0.049
H 1.71951 8.40558 0.60275 0.013 -0.052 0.046
C -5.57951 -2.90715 -7.01151 -0.587 -0.369 0.163
C -4.83267 -2.51065 -8.29420 0.106 0.532 0.375
C -3.60815 -3.33480 -8.69823 0.090 -0.157 -0.304
F -2.64912 -3.31539 -7.75844 -0.085 0.070 0.046
F -3.09588 -2.80758 -9.83808 -0.039 -0.012 0.069
F -4.52226 -1.19788 -8.25370 0.060 -0.080 -0.011
F -5.72799 -2.67634 -9.31410 -0.048 -0.195 -0.045
O -5.30311 -2.21353 -5.81154 0.611 0.291 -0.206
C -4.25952 -2.57055 -4.98402 -0.437 -0.302 -0.178
C -3.17417 -1.49268 -4.89718 0.261 0.347 0.125
F -2.71800 -1.15543 -6.12347 -0.068 -0.151 -0.009
F -2.15036 -1.97085 -4.17139 -0.202 -0.059 -0.090
F -3.75120 -3.77341 -5.31667 0.017 0.165 -0.010
F -4.77798 -2.68741 -3.74162 0.013 -0.041 0.089
H -6.61723 -2.65122 -7.21825 -0.004 0.065 -0.041
H -5.56135 -3.98701 -6.86113 0.247 -0.030 -0.067
H -3.89908 -4.37036 -8.89993 -0.007 0.018 0.054
H -3.56802 -0.59259 -4.41746 -0.102 -0.091 0.015
C -4.09792 -3.73432 2.46274 0.707 -0.139 0.081
C -5.00748 -2.52888 2.74655 -0.128 -0.132 -0.595
C -5.95365 -2.61118 3.94597 -0.036 0.246 0.287
F -6.81570 -3.64356 3.85213 0.059 -0.008 -0.101
F -6.68026 -1.46760 4.00482 0.037 -0.069 -0.033
F -5.69785 -2.20531 1.63098 -0.067 -0.050 0.083
F -4.17930 -1.48263 3.01839 0.075 -0.044 0.198
O -4.51025 -4.67562 1.48523 -0.647 0.195 -0.033
C -5.35813 -5.71250 1.76903 0.507 0.124 0.225
C -6.69651 -5.59546 1.03033 -0.226 -0.050 -0.166
F -7.30017 -4.41905 1.28013 0.031 -0.019 0.100
F -7.51492 -6.59061 1.45355 0.064 0.034 -0.025
F -5.53090 -5.88098 3.09686 -0.065 0.047 -0.148
F -4.77570 -6.83772 1.29752 -0.008 -0.117 0.025
H -3.19285 -3.30631 2.03304 -0.038 0.114 -0.049
H -3.78016 -4.22460 3.38313 -0.257 -0.012 0.110
H -5.38100 -2.70144 4.87340 0.008 -0.052 -0.034
H -6.53719 -5.69181 -0.04566 0.055 -0.016 0.032
C -1.13284 5.74083 5.87899 -0.610 -0.064 -0.359
C -0.55995 5.16380 7.18289 0.566 0.013 -0.378
C -0.60605 6.04054 8.43625 -0.121 -0.080 0.338
F 0.06967 7.19511 8.27854 0.010 -0.050 -0.107
F -0.03747 5.36008 9.46080 -0.015 0.029 -0.076
F 0.69514 4.71530 6.97212 -0.040 0.091 0.068
F -1.32823 4.07715 7.48234 -0.202 0.046 0.059
O -0.25007 6.31758 4.93489 0.540 0.070 0.416
C 0.16029 7.62546 5.01341 -0.492 -0.232 -0.019
C 1.66447 7.75058 5.27321 0.421 0.079 0.107
F 2.03060 7.07315 6.38038 -0.162 0.038 0.059
F 1.96855 9.05959 5.46258 -0.105 -0.041 -0.038
F -0.56827 8.32778 5.90746 0.142 -0.060 -0.042
F -0.05965 8.17894 3.80009 -0.030 0.110 -0.037
H -1.53057 4.87407 5.35456 0.051 -0.065 0.010
H -1.98667 6.38999 6.07492 0.104 0.122 0.193
H -1.64315 6.26163 8.70533 0.013 0.030 -0.056
H 2.22906 7.36944 4.42627 -0.090 0.019 0.046
C 3.55974 -2.62751 2.16041 -0.555 0.357 -0.595
C 3.74600 -2.32419 3.65340 0.210 -0.621 -0.159
C 4.73401 -1.22613 4.04803 -0.071 0.294 0.161
F 5.98748 -1.48754 3.63440 -0.023 -0.129 0.004
F 4.75904 -1.13254 5.40513 -0.007 -0.018 -0.037
F 4.02779 -3.46377 4.33004 0.088 0.048 0.031
F 2.53431 -1.88691 4.10672 -0.052 0.173 -0.021
O 4.26671 -3.70917 1.58385 0.652 -0.255 0.826
C 5.55327 -3.56462 1.11766 -0.904 0.766 -0.387
C 6.56382 -4.43085 1.87489 0.099 -0.219 0.058
F 6.52025 -4.20094 3.20431 -0.024 0.108 -0.038
F 7.81277 -4.13652 1.43823 -0.051 -0.011 -0.004
F 5.92743 -2.26892 1.09091 0.174 -0.257 0.199
F 5.53842 -3.99470 -0.15277 0.330 -0.241 -0.209
H 2.51854 -2.93318 2.07585 -0.039 -0.008 0.040
H 3.65223 -1.72716 1.54922 0.177 0.085 0.045
H 4.41031 -0.26331 3.64418 0.022 -0.045 -0.068
H 6.35945 -5.48776 1.69255 -0.026 0.028 -0.036
```
Positions in Å, forces in eV/Å.

Its net charge is -1. The value obtained for the HOMO energy is -4.9 eV. The calculation puts the total energy at -6028.35373 a.u.

These are the Mulliken partial charges, in e, on atoms 1 to 99: atom 1 (C): -1.29, atom 2 (C): 1.03, atom 3 (O): -0.67, atom 4 (O): -0.19, atom 5 (C): -1.07, atom 6 (C): 0.70, atom 7 (C): -0.29, atom 8 (C): -1.01, atom 9 (C): -0.18, atom 10 (Nb): -1.09, atom 11 (O): 0.06, atom 12 (C): -1.13, atom 13 (C): 0.16, atom 14 (N): -0.76, atom 15 (H): 0.24, atom 16 (H): 0.31, atom 17 (H): 0.37, atom 18 (H): 0.39, atom 19 (H): 0.30, atom 20 (H): 0.12, atom 21 (H): 0.09, atom 22 (H): -0.01, atom 23 (H): 0.48, atom 24 (H): 0.39, atom 25 (H): 0.31, atom 26 (H): 0.84, atom 27 (H): -0.44, atom 28 (H): 0.02, atom 29 (H): -0.06, atom 30 (H): -0.01, atom 31 (H): 0.02, atom 32 (H): 0.33, atom 33 (H): 0.60, atom 34 (H): 0.39, atom 35 (H): 0.17, atom 36 (C): -0.79, atom 37 (C): 0.79, atom 38 (C): 0.16, atom 39 (F): -0.26, atom 40 (F): -0.27, atom 41 (F): -0.30, atom 42 (F): -0.22, atom 43 (O): -0.38, atom 44 (C): 0.71, atom 45 (C): 0.28, atom 46 (F): -0.23, atom 47 (F): -0.27, atom 48 (F): -0.30, atom 49 (F): -0.41, atom 50 (H): 0.39, atom 51 (H): 0.40, atom 52 (H): 0.28, atom 53 (H): 0.24, atom 54 (C): -0.75, atom 55 (C): 0.90, atom 56 (C): 0.08, atom 57 (F): -0.19, atom 58 (F): -0.27, atom 59 (F): -0.27, atom 60 (F): -0.33, atom 61 (O): -0.41, atom 62 (C): 0.82, atom 63 (C): 0.25, atom 64 (F): -0.26, atom 65 (F): -0.16, atom 66 (F): -0.29, atom 67 (F): -0.28, atom 68 (H): 0.38, atom 69 (H): 0.33, atom 70 (H): 0.27, atom 71 (H): 0.19, atom 72 (C): -0.75, atom 73 (C): 0.97, atom 74 (C): 0.05, atom 75 (F): -0.23, atom 76 (F): -0.27, atom 77 (F): -0.28, atom 78 (F): -0.34, atom 79 (O): -0.35, atom 80 (C): 0.79, atom 81 (C): 0.23, atom 82 (F): -0.21, atom 83 (F): -0.27, atom 84 (F): -0.30, atom 85 (F): -0.30, atom 86 (H): 0.37, atom 87 (H): 0.35, atom 88 (H): 0.28, atom 89 (H): 0.23, atom 90 (C): -0.74, atom 91 (C): 0.88, atom 92 (C): 0.09, atom 93 (F): -0.22, atom 94 (F): -0.27, atom 95 (F): -0.26, atom 96 (F): -0.33, atom 97 (O): -0.32, atom 98 (C): 0.83, atom 99 (C): 0.56


Molecular formula: C7H14EuPS
Method: DFT, the ωB97M-V functional and the def2-TZVPD basis

```
24
Properties=species:S:1:pos:R:3:forces:R:3
C 1.24865 -0.16182 -1.70195 -2.128 -1.971 -2.310
C 0.39593 -0.04928 -2.94839 -0.416 -0.074 1.017
C -0.50190 -1.17816 -3.01896 0.042 -0.872 -2.539
C -0.03454 -2.17077 -2.10146 -1.449 -0.356 -0.609
C 0.83980 -1.64828 -1.18965 3.593 2.992 0.291
Eu -1.33508 -0.19540 -1.05001 -0.922 1.399 1.354
P -0.04450 2.20211 -0.09681 0.875 -0.421 -1.194
H 2.10442 0.58998 -1.50478 -1.599 -1.764 0.184
H 0.15460 0.74488 -3.69659 0.997 -0.209 1.141
H -1.50322 -1.29514 -3.69830 2.908 0.286 1.469
H 1.35264 -2.10710 -0.27763 -0.983 0.559 -1.624
H -0.49385 -3.15668 -2.11984 0.144 0.106 0.582
H -0.77910 2.98930 0.75356 -0.172 0.754 0.702
H 0.37850 3.19878 -1.02204 0.005 0.149 0.403
H 1.20546 2.09727 0.66761 -0.805 0.200 -0.367
C 1.09875 -0.08147 2.60443 -0.388 -0.856 1.788
S -0.34668 -0.43764 1.38743 -0.888 -0.459 0.372
C -1.75988 0.24015 2.47917 1.373 -2.248 0.393
H 2.09303 -0.06239 2.12147 -0.693 0.285 -0.007
H 1.01435 -1.05393 3.18785 0.478 1.341 -0.307
H 0.87066 0.77872 3.28890 0.536 -0.495 -0.596
H -1.80792 -0.69650 3.15327 -0.468 2.100 -0.351
H -1.50198 1.21009 2.94950 -0.319 -0.705 -0.096
H -2.64814 0.24328 1.83323 0.280 0.261 0.303
```
Positions in Å, forces in eV/Å.

As for the multiplicity: 8. Its net charge is -1. The value obtained for the HOMO energy (alpha / beta) is -0.1 / -4.9 eV. The calculation puts the total energy at -1724.59089 a.u. The expectation value of S² is 15.76.

Here is what Mulliken gives for the atomic charges, in e: atom 1 (C): -0.40, atom 2 (C): -0.12, atom 3 (C): -0.45, atom 4 (C): -0.20, atom 5 (C): -0.62, atom 6 (Eu): -0.58, atom 7 (P): 0.22, atom 8 (H): 0.42, atom 9 (H): 0.23, atom 10 (H): 0.21, atom 11 (H): 0.26, atom 12 (H): 0.32, atom 13 (H): 0.00, atom 14 (H): 0.05, atom 15 (H): 0.00, atom 16 (C): -0.46, atom 17 (S): -0.50, atom 18 (C): -0.82, atom 19 (H): 0.17, atom 20 (H): 0.25, atom 21 (H): 0.19, atom 22 (H): 0.26, atom 23 (H): 0.26, atom 24 (H): 0.31


Molecular formula: C18H17F2N5O4S2
Method: DFT, the ωB97M-V functional and the def2-TZVPD basis

```
48
Properties=species:S:1:pos:R:3:forces:R:3
C -0.33585 -1.89334 0.06080 0.068 0.618 -0.394
N -0.71748 -0.69323 0.82404 1.758 0.974 -0.084
C 0.25827 0.28726 1.13933 -1.213 0.057 0.722
O 0.01115 1.21902 1.89696 -0.230 -0.393 -0.604
C 1.72047 0.24799 0.64396 0.215 -1.607 -0.586
C 2.62671 -0.17067 1.81748 0.554 1.287 0.462
C 4.03051 -0.48998 1.36812 0.856 0.344 -0.217
C 4.46020 -1.81285 1.23324 -0.176 -1.425 0.305
C 5.74964 -2.13044 0.80630 0.098 2.321 0.216
F 6.18135 -3.38350 0.65629 -0.272 -0.101 0.140
C 6.67087 -1.08231 0.59271 0.072 -0.664 0.133
C 6.28367 0.23288 0.75428 -1.791 -0.740 0.426
F 7.20744 1.19868 0.60603 -0.431 -0.098 -0.001
C 4.93868 0.54058 1.10668 1.466 0.440 -0.419
N 2.11148 1.57916 0.14055 0.021 -0.335 0.200
C 1.66041 1.92985 -1.10660 -0.076 -3.303 0.997
O 1.43353 1.03508 -1.90229 -0.243 0.874 -1.168
N 1.30723 3.22712 -1.29198 4.035 -3.767 0.748
S 0.07039 3.39479 -2.36937 -1.958 6.987 1.310
N 0.01513 4.71102 -1.41109 -0.538 6.573 4.405
O -1.25858 3.27174 -1.86657 -5.034 -7.824 -1.945
O 0.18274 4.39967 -3.40743 1.469 -3.409 -6.611
C -2.07587 -0.46560 1.18544 -1.335 1.665 -0.203
C -2.73103 -1.33317 2.07153 -0.111 -0.020 -0.378
C -4.06187 -1.09390 2.40304 0.753 0.428 -0.305
C -4.73183 0.04299 1.90937 -0.472 -0.974 0.879
S -6.38292 0.51426 2.25972 0.655 0.557 -0.477
C -6.12365 1.94891 1.28218 3.475 -1.062 -0.842
N -4.91109 2.05944 0.70406 -2.225 -0.421 1.365
C -4.12173 0.96697 1.08085 0.852 -0.535 -0.237
C -2.77488 0.67037 0.70595 -0.671 -0.798 0.810
H -0.19674 -1.64504 -1.01490 0.048 -0.254 0.641
H -1.09642 -2.66443 0.13853 -0.192 0.150 0.099
H 0.57164 -2.29846 0.50228 0.142 -0.123 -0.256
H 1.88860 -0.55113 -0.11757 -0.241 1.134 0.127
H 2.68593 0.67765 2.53200 -0.182 -0.398 -0.316
H 2.22789 -0.99533 2.39382 -0.332 -0.308 -0.137
H 3.80944 -2.63974 1.58176 0.325 0.553 -0.526
H 7.71199 -1.29851 0.40178 0.019 -0.124 -0.212
H 4.70534 1.60929 1.16482 -0.216 -0.534 0.156
H 1.99187 2.29763 0.82982 0.007 0.125 0.500
H 1.08738 3.75464 -0.47856 0.787 0.085 0.629
H -0.95762 4.70209 -1.10577 0.345 0.833 0.847
H 0.18731 5.41223 -2.08194 0.580 2.100 0.341
H -2.14448 -2.19498 2.42351 -0.634 0.378 0.129
H -4.53804 -1.73588 3.10188 -0.461 -0.502 0.382
H -6.88705 2.67873 1.18580 -0.483 0.505 -0.207
H -2.33966 1.36297 0.04966 0.919 0.734 -0.843
```
Positions in Å, forces in eV/Å.

Its net charge is 0. The value obtained for the HOMO energy is -8.8 eV. As for the SMILES: CN(C(=O)[C@H](Cc1cc(F)cc(F)c1)NC(=O)NS(N)(=O)=O)c1ccc2scnc2c1. The calculation puts the total energy at -2266.70542 a.u.

Here is what Mulliken gives for the atomic charges, in e: atom 1 (C): -0.99, atom 2 (N): 0.41, atom 3 (C): -0.12, atom 4 (O): -0.66, atom 5 (C): 0.10, atom 6 (C): -1.24, atom 7 (C): 0.38, atom 8 (C): -0.30, atom 9 (C): 0.04, atom 10 (F): -0.30, atom 11 (C): -0.37, atom 12 (C): 0.01, atom 13 (F): -0.30, atom 14 (C): -0.33, atom 15 (N): -0.07, atom 16 (C): 0.48, atom 17 (O): -0.61, atom 18 (N): -0.29, atom 19 (S): 0.94, atom 20 (N): -0.73, atom 21 (O): -0.49, atom 22 (O): -0.65, atom 23 (C): -0.19, atom 24 (C): -0.06, atom 25 (C): -0.84, atom 26 (C): 0.92, atom 27 (S): -0.16, atom 28 (C): -0.16, atom 29 (N): -0.59, atom 30 (C): -0.64, atom 31 (C): -0.48, atom 32 (H): 0.22, atom 33 (H): 0.46, atom 34 (H): 0.34, atom 35 (H): 0.61, atom 36 (H): 0.37, atom 37 (H): 0.55, atom 38 (H): 0.33, atom 39 (H): 0.43, atom 40 (H): 0.40, atom 41 (H): 0.37, atom 42 (H): 0.51, atom 43 (H): 0.28, atom 44 (H): 0.28, atom 45 (H): 0.45, atom 46 (H): 0.41, atom 47 (H): 0.46, atom 48 (H): 0.85


In g mol⁻¹, the molar mass values for the records above are, in order, 86.16, 1444.53, 313.19, 469.50.